# 1
DFT (ωB97M-V with the def2-TZVPD basis set) results for a structure of composition C16H19CoN6S.

Geometry (Å):
Co  -0.04373  -0.05502  -0.17840
N  0.07390  -0.32852  1.80029
N  1.34118  -0.24560  2.40639
C  2.40977  0.16948  1.69918
N  3.55496  0.28076  2.35119
S  2.30611  0.51867  0.04296
H  -0.53194  0.39967  2.18140
H  -0.34339  -1.23044  2.02648
H  1.38532  -0.43090  3.39831
H  3.65972  0.05695  3.32903
H  4.37665  0.58190  1.85102
C  -2.55575  -3.40076  0.02249
C  -3.80291  -2.79991  0.10201
C  -3.91627  -1.41862  0.07998
C  -2.76631  -0.64283  -0.03797
C  -1.51911  -1.24990  -0.15318
C  -1.39808  -2.63113  -0.10163
C  -2.69608  0.81597  -0.00733
C  -3.81713  1.65775  0.02802
C  -3.63288  3.00672  0.04351
C  -2.33053  3.54359  0.01589
C  -2.10843  4.94000  0.00970
C  -0.84022  5.44007  -0.03160
C  0.25292  4.55434  -0.06490
C  0.07229  3.19589  -0.05732
C  -1.22799  2.65636  -0.01760
N  -1.44561  1.28745  -0.01830
H  -2.47694  -4.47971  0.05850
H  -4.68968  -3.41174  0.19161
H  -4.89243  -0.95945  0.16786
H  -0.43362  -3.12322  -0.15130
H  -4.80670  1.22582  0.03395
H  -4.48211  3.67837  0.06974
H  -2.96477  5.60163  0.03419
H  -0.66985  6.50740  -0.03984
H  1.25807  4.95388  -0.09599
H  0.93192  2.54720  -0.07066
N  0.68405  -1.31243  -1.87790
N  0.02838  -0.05496  -2.07290
H  1.58093  -1.35913  -2.35144
H  0.07281  -2.06623  -2.17147
H  -0.80292  -0.11024  -2.65644
H  0.66632  0.62828  -2.47403

As for the spin multiplicity: 1. Its total charge is +2. The LUMO energy (alpha / beta) is -6.54 / -6.54 eV. For the HOMO-LUMO gap (alpha / beta), the calculation gives 7.9683 / 7.9711 eV. As for the HOMO energy (alpha / beta): -14.510 / -14.510 eV.

***

# 2
DFT (ωB97M-V with the def2-TZVPD basis set) results for an isolated molecule of C16H19IO2.

Geometry (Å):
C  -3.67341  -1.68418  -1.80880
C  -3.30978  -1.68575  -0.66617
C  -2.90641  -2.06467  0.69634
C  -2.17768  -3.42367  0.78369
C  -0.68683  -3.32939  1.19933
C  0.05469  -2.13692  0.65205
C  0.31965  -1.93432  -0.63751
I  -0.09646  -3.26738  -2.20303
C  1.04158  -0.68181  -1.03626
O  1.74420  -0.61833  -2.01423
C  0.86975  0.52902  -0.15609
C  1.03858  1.85742  -0.85495
C  -0.12203  2.84187  -0.61898
C  2.43429  2.47957  -0.54189
C  2.94480  3.21432  -1.79462
C  0.64253  0.32406  1.14370
C  0.50938  1.43145  2.15343
C  0.56526  -1.09676  1.61463
O  0.90864  -1.40596  2.72960
H  -3.94020  -1.50584  -2.82241
H  -3.83722  -2.15250  1.26240
H  -2.34143  -1.24366  1.14242
H  -2.26982  -4.00797  -0.12829
H  -2.67129  -4.01723  1.55613
H  -0.16209  -4.25082  0.93820
H  -0.65758  -3.25342  2.28899
H  1.06653  1.65255  -1.92385
H  0.15474  3.62320  0.09433
H  -1.02776  2.36731  -0.23756
H  -0.39717  3.35079  -1.54382
H  2.38272  3.14334  0.32007
H  3.13100  1.65717  -0.36577
H  3.98890  3.51516  -1.71265
H  2.87869  2.54875  -2.65800
H  2.29260  4.06702  -1.99989
H  -0.52017  1.80364  2.11031
H  0.68086  1.09203  3.17169
H  1.14795  2.26189  1.86747

As for the spin multiplicity: 1. Its total charge is 0. The SMILES is C#CCCCC1=C(I)C(=O)C([C@@H](C)CC)=C(C)C1=O. The LUMO energy is -0.91 eV. For the HOMO-LUMO gap, the calculation gives 8.2962 eV. As for the HOMO energy: -9.211 eV.

***

# 3
DFT (ωB97M-V with the def2-TZVPD basis set) results for a structure of composition C16H19N2O3Sc.

Geometry (Å):
Sc  -0.82160  0.97179  0.69097
O  -0.53634  1.70776  -1.23429
C  0.39713  2.80816  -0.86479
C  1.52568  2.09606  0.03085
O  2.67272  2.39563  -0.04130
O  0.96750  1.23437  0.82036
C  0.88495  3.50743  -2.10610
C  0.05970  4.49435  -2.65559
C  0.39650  5.09204  -3.85725
C  1.56196  4.72651  -4.51249
C  2.40576  3.78354  -3.94576
C  2.06834  3.16189  -2.75233
C  -0.26254  3.73501  0.14541
C  0.39690  4.90685  0.50702
C  -0.12585  5.73166  1.49054
C  -1.27743  5.37044  2.17264
C  -1.95557  4.21347  1.82012
C  -1.46765  3.38841  0.80019
H  -0.61098  1.74878  -2.20954
H  -0.85364  4.77037  -2.14715
H  -0.25552  5.83784  -4.28213
H  1.81166  5.16162  -5.46674
H  3.32879  3.51971  -4.43658
H  2.73088  2.41984  -2.33512
H  1.31231  5.17911  0.00464
H  0.35873  6.66776  1.71235
H  -1.67338  6.01092  2.94491
H  -2.90422  3.99256  2.29290
H  -2.18629  2.64774  0.34226
N  -1.47230  0.20846  2.69941
C  -2.08148  -1.14031  2.50795
C  -1.14699  -1.98870  1.64246
N  -0.82489  -1.27913  0.37069
H  -0.60921  0.07023  3.25049
H  -2.09255  0.74173  3.32030
H  -3.06034  -1.02235  2.02308
H  -2.24212  -1.65524  3.46493
H  -1.62350  -2.95529  1.44599
H  -0.21438  -2.16885  2.18896
H  -1.43298  -1.65935  -0.36533
H  0.12710  -1.56012  0.09883

As for the spin multiplicity: 1. Its total charge is +2. The LUMO energy is -7.17 eV. For the HOMO-LUMO gap, the calculation gives 7.6518 eV. As for the HOMO energy: -14.820 eV.

***

# 4
DFT (ωB97M-V with the def2-TZVPD basis set) results for an isolated molecule of C16H19N3O.

Geometry (Å):
C  -6.11710  -0.99292  -0.22386
C  -4.77979  -0.34778  -0.13264
C  -4.48396  1.02597  -0.04710
C  -3.11340  1.09150  0.01594
N  -2.66259  -0.17828  -0.03839
C  -1.30110  -0.64620  0.03625
C  -0.78627  -0.46751  1.46754
C  -0.42577  0.06011  -1.02900
C  0.36893  1.22004  -0.46551
O  -0.12312  2.32712  -0.33680
N  1.67137  1.02028  -0.12637
C  2.44666  2.20564  0.25583
C  3.91351  1.82686  0.04573
C  3.85207  0.33254  -0.05861
C  4.89350  -0.56665  -0.06306
C  4.61048  -1.92336  -0.15198
C  3.29738  -2.34899  -0.21779
C  2.23977  -1.44810  -0.21528
C  2.51996  -0.09116  -0.15903
N  -3.66301  -1.05577  -0.12517
H  -6.64683  -0.64558  -1.11016
H  -6.71883  -0.74393  0.64953
H  -5.99721  -2.07114  -0.27914
H  -5.17928  1.84045  -0.03487
H  -2.44319  1.92532  0.07531
H  -1.36317  -1.71556  -0.19637
H  -1.43926  -1.00366  2.15303
H  0.22349  -0.85345  1.57651
H  -0.79255  0.58528  1.74076
H  0.23591  -0.64586  -1.52472
H  -1.09251  0.48181  -1.78510
H  2.12031  3.05157  -0.35116
H  2.23610  2.44282  1.30383
H  4.54496  2.15498  0.87056
H  4.31294  2.25724  -0.87589
H  5.91299  -0.21893  0.00980
H  5.41387  -2.64356  -0.15438
H  3.07844  -3.40517  -0.26406
H  1.23629  -1.83597  -0.23421

As for the spin multiplicity: 1. Its total charge is 0. The SMILES is Cc1ccn([C@H](C)CC(=O)N2CCc3ccccc32)n1. The LUMO energy is 0.74 eV. For the HOMO-LUMO gap, the calculation gives 9.2440 eV. As for the HOMO energy: -8.502 eV.

***

# 5
DFT (ωB97M-V with the def2-TZVPD basis set) results for a structure of composition C16H19N4NiO3S.

Geometry (Å):
Ni  -0.14409  0.29114  0.13795
C  -2.59855  1.92604  3.02619
C  -1.41489  2.11897  2.10569
C  -1.03699  3.57441  1.90881
O  -1.63538  1.46099  0.82452
C  -0.18414  1.39889  2.70435
O  0.13968  1.64827  3.83387
O  0.38832  0.57892  1.87219
H  -3.48033  2.44753  2.64433
H  -2.34619  2.32468  4.00600
H  -2.84348  0.86906  3.13220
H  -1.87216  4.14408  1.48940
H  -0.17839  3.66633  1.23992
H  -0.76978  4.00641  2.87058
H  -2.24158  1.97767  0.28169
N  1.76353  -0.06752  -2.50479
C  2.02830  -0.87506  -1.45319
N  1.37387  -0.87750  -0.31704
C  1.91440  -1.81700  0.58781
C  1.50567  -2.05944  1.89393
C  2.18590  -3.00631  2.63800
C  3.25056  -3.72667  2.09889
C  3.65943  -3.50421  0.79689
C  2.98099  -2.54431  0.06225
S  3.30640  -2.03537  -1.57573
H  1.24930  0.77983  -2.33455
H  2.43450  -0.03735  -3.25387
H  0.68924  -1.49690  2.31968
H  1.88817  -3.18440  3.66231
H  3.76242  -4.46650  2.69882
H  4.48785  -4.04771  0.36294
N  -1.07807  -1.96106  -1.82491
C  -1.23207  -0.74657  -2.38904
C  -1.62233  -0.62054  -3.73645
C  -1.80644  0.62351  -4.27199
C  -1.60951  1.76009  -3.47322
C  -1.19569  1.57240  -2.18717
N  -0.99385  0.34887  -1.64254
H  -1.29832  -2.79500  -2.33747
H  -0.80501  -2.03913  -0.86054
H  -1.76671  -1.51592  -4.32573
H  -2.09477  0.73078  -5.30916
H  -1.77150  2.75582  -3.85730
H  -0.98830  2.41974  -1.54453

As for the spin multiplicity: 1. Its total charge is +1. The LUMO energy (alpha / beta) is -3.70 / -3.71 eV. For the HOMO-LUMO gap (alpha / beta), the calculation gives 7.9341 / 7.9201 eV. As for the HOMO energy (alpha / beta): -11.632 / -11.632 eV.

***

# 6
DFT (ωB97M-V with the def2-TZVPD basis set) results for an isolated molecule of C16H19NO.

Geometry (Å):
C  -5.13019  -0.84937  2.00654
C  -5.42164  -0.84048  0.51025
C  -4.64718  0.23677  -0.24995
C  -3.14170  -0.01841  -0.28620
C  -2.41876  1.01815  -1.15302
C  -0.92565  0.73822  -1.15937
O  -0.35378  0.19755  -2.07584
N  -0.31406  1.11692  0.00501
C  1.07572  1.05696  0.24484
C  1.73462  2.20582  0.61178
C  3.11766  2.20284  0.82545
C  3.83520  1.05184  0.66175
C  3.18912  -0.15457  0.32266
C  3.90953  -1.36032  0.18969
C  3.26827  -2.53385  -0.08777
C  1.87270  -2.55631  -0.22490
C  1.14527  -1.40430  -0.11590
C  1.78058  -0.17007  0.13238
H  -4.09585  -1.11889  2.20370
H  -5.32107  0.13134  2.43761
H  -5.76782  -1.57291  2.50920
H  -5.18408  -1.81934  0.08822
H  -6.49007  -0.66769  0.36144
H  -5.01950  0.27661  -1.27628
H  -4.83962  1.20986  0.20906
H  -2.73541  0.01116  0.72681
H  -2.95350  -1.01361  -0.69484
H  -2.61838  2.02365  -0.77562
H  -2.77871  0.95277  -2.18029
H  -0.82199  1.76205  0.59357
H  1.18119  3.12857  0.72074
H  3.60919  3.12321  1.10406
H  4.90619  1.04598  0.80289
H  4.98243  -1.33596  0.31833
H  3.82802  -3.45220  -0.18999
H  1.37392  -3.49504  -0.41594
H  0.07237  -1.43665  -0.21376

As for the spin multiplicity: 1. Its total charge is 0. The SMILES is CCCCCC(=O)Nc1cccc2ccccc12. The LUMO energy is 0.56 eV. For the HOMO-LUMO gap, the calculation gives 8.5729 eV. As for the HOMO energy: -8.013 eV.

***

# 7
DFT (ωB97M-V with the def2-TZVPD basis set) results for an isolated molecule of C16H19NO5.

Geometry (Å):
O  -2.66220  -3.14849  -0.11556
C  -1.77402  -2.27304  -0.00337
O  -0.51905  -2.21888  -0.53422
C  -2.16054  -1.19806  0.65568
C  -2.98015  0.09277  -0.09407
C  -2.19777  0.55210  -1.28460
C  -0.99782  1.39971  -0.66420
O  -0.87185  2.61878  -0.59028
N  0.14906  0.54918  -0.53040
C  1.51759  1.00911  -0.60004
C  1.97814  2.11134  -0.07762
C  3.18353  2.36853  0.29696
C  4.21468  1.53804  0.28473
C  3.76882  -0.12075  0.10756
C  4.66036  -1.21063  0.20851
O  4.33765  -2.30211  0.05666
O  5.97578  -0.52896  0.60041
C  2.51913  -0.17711  -0.23482
C  -3.33297  1.27767  0.88510
C  -4.90088  1.54251  0.82287
C  -5.33412  0.03134  0.50218
C  -4.37515  -0.52211  -0.33305
H  -0.48360  -3.17251  -1.01761
H  -2.85776  -1.40569  1.70919
H  -1.32908  -0.74692  1.33784
H  -2.03799  -0.15796  -1.75314
H  -2.69301  1.18806  -1.58365
H  0.04971  -0.45128  -0.81498
H  1.24878  3.06850  -0.29898
H  3.54632  3.39985  0.21776
H  5.23588  1.61527  0.59586
H  6.51688  -1.51730  0.45324
H  2.13333  -1.20631  -0.11027
H  -2.93558  0.96183  1.98868
H  -2.80926  2.35518  0.70392
H  -5.03869  1.93622  -0.00540
H  -5.17022  1.95036  1.88726
H  -6.42000  0.01693  0.39048
H  -5.24554  -0.73070  1.58203
H  -4.24385  -1.44627  -0.55447
H  -4.63008  -0.01189  -1.27292

As for the spin multiplicity: 1. Its total charge is 0. The SMILES is O=C(O)CC1(CC(=O)Nc2cccc(C(=O)O)c2)CCCC1. The LUMO energy is 0.06 eV. For the HOMO-LUMO gap, the calculation gives 8.4755 eV. As for the HOMO energy: -8.416 eV.

***

# 8
DFT (ωB97M-V with the def2-TZVPD basis set) results for a structure of composition C16H19O6PtS2.

Geometry (Å):
Pt  0.50666  -0.51806  -0.51125
C  -1.05691  -2.50616  0.87005
C  -0.26721  -1.81839  1.71402
C  -0.39203  -0.36453  1.43719
C  -1.38579  -0.21008  0.41232
C  -1.70727  -1.52777  0.00843
C  -2.61258  -1.89883  -1.10992
C  -2.19938  1.02417  0.17066
C  0.04361  0.70041  2.41125
C  0.67057  -2.35724  2.73259
C  -1.18094  -3.98903  0.69582
H  -3.46206  -2.47095  -0.72538
H  -2.08929  -2.52879  -1.83179
H  -2.98092  -1.02471  -1.64277
H  -2.89627  1.19157  1.00022
H  -2.77849  0.94361  -0.74988
H  -1.56545  1.90557  0.07551
H  1.04552  1.07253  2.19574
H  0.05161  0.31297  3.43517
H  -0.63780  1.55346  2.38567
H  0.35910  -2.05775  3.73730
H  1.67479  -1.95488  2.56960
H  0.72843  -3.44376  2.70347
H  -2.20376  -4.33461  0.87409
H  -0.52735  -4.52744  1.38021
H  -0.91123  -4.29585  -0.32092
O  1.76021  0.78129  -4.20185
S  0.72748  0.50663  -3.24509
O  -0.63206  0.74382  -3.67986
O  0.85435  -0.85122  -2.58725
C  0.97536  1.70240  -1.88628
C  0.12658  2.80550  -1.95818
C  0.19302  3.82747  -1.02594
C  1.11205  3.76125  0.00480
C  1.97995  2.68492  0.08923
C  1.93866  1.64128  -0.83586
S  3.29458  0.42168  -0.63167
O  4.12273  0.57299  -1.79321
O  3.88669  0.76992  0.64023
O  2.61948  -0.92886  -0.54956
H  -0.59671  2.82939  -2.76096
H  -0.48117  4.67239  -1.10712
H  1.16712  4.55313  0.74280
H  2.72611  2.63057  0.86836

As for the spin multiplicity: 1. Its total charge is -1. The LUMO energy (alpha / beta) is 2.31 / 2.31 eV. For the HOMO-LUMO gap (alpha / beta), the calculation gives 6.6314 / 6.6285 eV. As for the HOMO energy (alpha / beta): -4.322 / -4.322 eV.